Here is 2 unconnected molecules or ions with the total composition C11H17IO from the Open Molecules 2025 dataset. Energies are from wB97M-V/def2-TZVPD.

Computed properties:
- strongest force on any atom (eV/Å) = 6.532
- 2S+1 = 1
- E_tot (hartree) = -801.97778
- HOMO energy (eV) = -8.740
- gap between HOMO and LUMO (hartree) = 0.32853
- energy above the lowest of the compared OMol25 structures with the same formula, charge and spin (kJ/mol) = 507.9
- total charge = 0

Last column: natural (NBO) charge in e.
Atoms and positions in Å:
C 1.246 3.078 -0.930  -0.238
C 4.252 0.288 2.522  -0.735
C 0.357 2.570 -0.362  -0.027
C 3.323 0.547 1.626  -0.073
C -1.958 -2.218 -0.857  -0.398
C -1.161 -2.143 0.427  -0.388
C -1.267 -1.225 -1.773  -0.404
C -1.276 -0.663 0.956  -0.411
C -1.243 0.195 -1.394  -0.403
C -0.535 0.220 -0.011  -0.235
C -0.369 1.657 0.492  0.024
O -1.676 2.360 0.832  -0.729
I 3.747 -0.254 -0.706  0.180
H 1.825 3.816 -1.537  0.246
H 2.413 0.487 -1.110  0.119
H 5.121 -0.314 2.705  0.239
H 4.105 0.893 3.406  0.267
H -1.778 -3.273 -1.229  0.210
H -3.028 -1.973 -0.687  0.207
H -1.750 -2.760 1.220  0.198
H -0.223 -2.558 0.347  0.205
H -0.290 -1.497 -2.039  0.195
H -1.732 -1.245 -2.755  0.201
H -2.301 -0.230 0.976  0.204
H -1.035 -0.521 1.973  0.223
H -0.732 0.673 -2.205  0.227
H -2.317 0.460 -1.222  0.184
H 0.459 -0.307 -0.227  0.210
H 0.208 1.772 1.481  0.236
H -2.387 2.166 0.082  0.465

Here is 2 unconnected molecules or ions with the total composition C11H17N from the Open Molecules 2025 dataset. Energies are from wB97M-V/def2-TZVPD.

Computed properties:
- strongest force on any atom (eV/Å) = 4.769
- 2S+1 = 1
- E_tot (hartree) = -483.90801
- HOMO energy (eV) = -8.035
- gap between HOMO and LUMO (hartree) = 0.29645
- energy above the lowest of the compared OMol25 structures with the same formula, charge and spin (kJ/mol) = 361.1
- total charge = 0

Last column: natural (NBO) charge in e.
Atoms and positions in Å:
C 3.136 1.417 -0.576  -0.242
C 3.582 0.644 0.568  -0.270
C 2.354 0.636 -1.287  -0.059
C 3.060 -0.572 0.461  -0.017
C 1.492 -1.686 -1.071  -0.019
C -1.602 -0.727 0.518  0.041
C -1.618 0.611 0.170  -0.024
C -1.761 -1.733 -0.590  -0.667
C -1.739 -1.336 1.882  -0.656
C -2.006 0.997 -1.236  -0.644
C -1.067 1.740 1.034  -0.656
N 2.234 -0.625 -0.678  -0.431
H 3.444 2.474 -0.823  0.233
H 4.352 0.853 1.286  0.230
H 1.669 0.929 -2.085  0.221
H 3.113 -1.480 1.007  0.232
H 0.908 -1.575 -2.002  0.124
H -2.675 -2.319 -0.440  0.214
H -0.853 -2.456 -0.489  0.234
H -1.660 -1.163 -1.488  0.216
H -1.365 -0.728 2.675  0.223
H -1.423 -2.382 1.795  0.221
H -2.843 -1.230 2.099  0.220
H -1.211 0.801 -1.999  0.202
H -1.987 2.078 -1.191  0.215
H -2.894 0.563 -1.424  0.214
H -1.815 2.300 1.608  0.211
H -0.532 2.550 0.550  0.214
H -0.293 1.420 1.726  0.218

Here is 2 unconnected molecules or ions with the total composition C11H17N2 from the Open Molecules 2025 dataset. Energies are from wB97M-V/def2-TZVPD.

Computed properties:
- strongest force on any atom (eV/Å) = 1.291
- 2S+1 = 1
- E_tot (hartree) = -538.64066
- HOMO energy (eV) = -11.341
- gap between HOMO and LUMO (hartree) = 0.30961
- energy above the lowest of the compared OMol25 structures with the same formula, charge and spin (kJ/mol) = 0.0
- total charge = +1

Last column: natural (NBO) charge in e.
Atoms and positions in Å:
C 1.642 -1.159 -1.721  -0.658
C 0.256 -0.421 1.692  0.188
C 0.949 0.002 0.536  -0.157
C 0.947 -1.092 -0.390  -0.139
C 0.262 -2.105 0.212  -0.021
C 0.016 0.465 2.742  -0.238
C 0.562 1.723 2.675  -0.207
C 1.480 1.301 0.474  -0.244
C 1.318 2.130 1.556  -0.213
N -0.181 -1.701 1.449  -0.537
H -0.482 -2.302 2.198  0.425
H -0.552 0.147 3.614  0.227
H 0.125 -3.135 -0.070  0.228
H 0.372 2.464 3.435  0.231
H 2.014 1.591 -0.421  0.215
H 2.154 -0.220 -1.934  0.219
H 1.011 -1.438 -2.562  0.212
H 1.684 3.145 1.567  0.228
H 2.437 -1.901 -1.688  0.255
C -2.036 -0.208 -2.090  -0.222
C -2.770 0.274 -3.332  -0.637
N -1.123 0.863 -1.539  -0.684
H -2.655 -0.585 -1.287  0.233
H -1.388 -1.017 -2.434  0.229
H -3.505 1.052 -3.123  0.228
H -3.285 -0.594 -3.742  0.255
H -1.425 1.790 -1.843  0.438
H -1.111 0.814 -0.512  0.466
H -0.136 0.735 -1.780  0.457
H -2.061 0.605 -4.083  0.225

Here is a gas-phase ion, C11H17N2O (charge +1) from the Open Molecules 2025 dataset. Energies are from wB97M-V/def2-TZVPD.

Computed properties:
- strongest force on any atom (eV/Å) = 3.745
- 2S+1 = 1
- E_tot (hartree) = -613.72121
- HOMO energy (eV) = -11.467
- gap between HOMO and LUMO (hartree) = 0.25394
- energy above the lowest of the compared OMol25 structures with the same formula, charge and spin (kJ/mol) = 437.9
- total charge = +1

Last column: natural (NBO) charge in e.
Atoms and positions in Å:
C 0.402 1.609 -1.876  0.048
C 1.984 -0.024 -1.279  0.764
C 1.936 0.413 0.152  -0.552
C 2.785 -1.191 -1.644  -0.535
C 0.673 0.219 0.985  -0.469
C -3.940 1.727 1.252  -0.430
C 1.095 -2.810 -2.263  -0.292
C -2.784 1.680 0.554  -0.020
C 1.933 -2.345 -1.346  -0.208
C -0.507 0.892 0.356  0.496
C -1.798 0.145 2.223  -0.423
N -0.511 1.441 -0.801  -0.565
N -1.633 0.994 1.099  -0.414
O 1.319 0.545 -2.168  -0.374
H -0.257 1.701 -2.817  0.234
H 2.666 -0.118 0.752  0.260
H 2.254 1.446 0.181  0.275
H 2.941 -1.199 -2.726  0.260
H 3.642 -1.185 -1.100  0.254
H 0.552 -0.778 1.378  0.253
H 0.753 0.839 1.973  0.267
H -4.119 1.083 2.075  0.192
H -4.905 2.096 0.851  0.229
H 0.595 -3.716 -2.237  0.227
H 1.070 -2.201 -3.236  0.197
H 0.951 2.496 -1.685  0.207
H -2.757 2.098 -0.457  0.249
H 2.060 -2.752 -0.377  0.219
H -0.852 -0.182 2.753  0.214
H -2.510 0.568 2.926  0.234
H -2.212 -0.833 1.894  0.202

Here is a single C11H17N3O2 molecule from the Open Molecules 2025 dataset. Energies are from wB97M-V/def2-TZVPD.

Computed properties:
- strongest force on any atom (eV/Å) = 3.968
- 2S+1 = 1
- E_tot (hartree) = -744.00554
- HOMO energy (eV) = -7.774
- gap between HOMO and LUMO (hartree) = 0.31289
- energy above the lowest of the compared OMol25 structures with the same formula, charge and spin (kJ/mol) = 447.0
- total charge = 0
- structure (SMILES) = c1nc2c([nH]1)CCO[C@H]2CN1CCOCC1

Last column: natural (NBO) charge in e.
Atoms and positions in Å:
C 4.599 0.497 1.644  0.160
N 3.546 1.041 1.054  -0.452
C 2.472 0.220 1.376  0.038
C 2.926 -0.944 1.974  0.130
N 4.244 -0.679 2.276  -0.520
C 2.038 -2.132 2.444  -0.466
C 0.578 -1.903 1.969  -0.063
O 0.214 -0.540 1.837  -0.520
C 1.096 0.220 0.992  0.055
C 0.509 1.665 0.831  -0.210
N -0.626 1.841 -0.092  -0.463
C -0.304 2.372 -1.460  -0.231
C -1.579 2.878 -2.125  -0.074
O -2.614 1.880 -2.092  -0.515
C -2.888 1.417 -0.793  -0.080
C -1.793 0.895 0.078  -0.239
H 5.646 0.870 1.706  0.204
H 4.849 -1.330 2.635  0.402
H 2.229 -1.965 3.517  0.217
H 2.382 -3.182 2.263  0.224
H -0.173 -2.490 2.522  0.202
H 0.471 -2.446 1.040  0.161
H 1.053 -0.250 0.053  0.174
H 1.294 2.179 0.339  0.212
H 0.428 2.150 1.763  0.197
H 0.030 1.511 -2.084  0.163
H 0.484 3.145 -1.311  0.210
H -1.382 3.153 -3.148  0.189
H -1.811 3.717 -1.600  0.162
H -3.353 2.242 -0.268  0.157
H -3.611 0.637 -0.875  0.186
H -1.540 -0.125 -0.199  0.166
H -1.950 0.921 1.196  0.224

Here is 2 unconnected molecules or ions with the total composition C11H17N4 from the Open Molecules 2025 dataset. Energies are from wB97M-V/def2-TZVPD.

Computed properties:
- strongest force on any atom (eV/Å) = 4.036
- 2S+1 = 1
- E_tot (hartree) = -648.16057
- HOMO energy (eV) = -11.005
- gap between HOMO and LUMO (hartree) = 0.30470
- energy above the lowest of the compared OMol25 structures with the same formula, charge and spin (kJ/mol) = 86.2
- total charge = +1

Last column: natural (NBO) charge in e.
Atoms and positions in Å:
C -1.803 0.161 -3.089  -0.644
C 0.078 1.500 -0.194  0.134
C 0.038 0.738 -1.406  -0.097
C -1.365 0.497 -1.719  -0.080
C -2.077 1.173 -0.711  -0.041
C 1.248 1.771 0.496  -0.272
C 2.424 1.225 0.001  -0.205
C 1.240 0.164 -1.833  -0.183
C 2.386 0.361 -1.080  -0.245
N -1.205 1.659 0.241  -0.575
H -1.410 2.410 0.877  0.419
H 1.212 2.517 1.295  0.218
H -3.150 1.313 -0.674  0.230
H 3.368 1.328 0.577  0.224
H 1.253 -0.274 -2.851  0.227
H -1.388 0.838 -3.834  0.239
H -2.937 0.052 -3.061  0.227
H 3.346 -0.011 -1.402  0.225
H -1.452 -0.800 -3.455  0.219
C -1.789 -1.915 0.620  -0.414
C 0.276 -1.504 2.047  0.682
N -0.882 -1.146 1.540  -0.564
N 0.973 -2.492 1.414  -0.785
N 1.019 -0.737 2.840  -0.751
H -1.177 -0.148 1.594  0.439
H 0.646 -3.183 0.763  0.423
H 1.893 -2.818 1.682  0.415
H 0.647 0.166 3.088  0.419
H 2.008 -0.895 2.982  0.429
H -1.720 -2.977 0.786  0.213
H -1.444 -1.758 -0.421  0.235
H -2.791 -1.566 0.867  0.238

Here is 2 unconnected molecules or ions with the total composition C11H17N4O2 from the Open Molecules 2025 dataset. Energies are from wB97M-V/def2-TZVPD.

Computed properties:
- strongest force on any atom (eV/Å) = 0.480
- 2S+1 = 1
- E_tot (hartree) = -798.53018
- HOMO energy (eV) = -11.469
- gap between HOMO and LUMO (hartree) = 0.29735
- energy above the lowest of the compared OMol25 structures with the same formula, charge and spin (kJ/mol) = 0.0
- total charge = +1

Last column: natural (NBO) charge in e.
Atoms and positions in Å:
C 0.995 0.824 1.179  -0.634
C -0.129 1.810 0.828  0.057
O 0.219 3.115 1.265  -0.702
C -0.392 1.779 -0.655  -0.106
O -1.575 2.555 -1.043  -0.307
N -2.709 2.016 -0.561  0.088
N -3.248 0.837 -0.975  -0.350
C -4.373 0.702 -0.273  0.272
N -4.593 1.737 0.505  -0.439
C -3.553 2.565 0.319  0.557
N -3.350 3.744 0.910  -0.782
H 1.875 1.389 1.467  0.253
H 0.679 0.162 1.978  0.230
H 1.255 0.205 0.320  0.216
H -1.036 1.519 1.369  0.163
H 0.077 3.766 0.572  0.471
H -0.486 0.762 -1.034  0.190
H 0.415 2.263 -1.200  0.234
H -2.830 0.243 -1.674  0.460
H -5.033 -0.147 -0.360  0.252
H -2.940 4.513 0.411  0.432
H -3.687 3.861 1.850  0.441
C 4.055 -3.893 -0.902  -0.201
C 3.138 -3.359 -1.796  -0.207
C 1.950 -2.818 -1.326  -0.224
C 1.683 -2.807 0.036  -0.232
C 2.600 -3.340 0.930  -0.201
C 3.786 -3.885 0.460  -0.205
H 4.980 -4.319 -1.267  0.222
H 3.348 -3.368 -2.857  0.218
H 1.232 -2.408 -2.027  0.199
H 0.754 -2.386 0.403  0.195
H 2.392 -3.332 1.992  0.215
H 4.501 -4.304 1.155  0.222